Density functional theory data (the ωB97M-V functional and the def2-TZVPD basis) for an isolated molecule of C6H10O.

Positions of all 17 atoms, in Å:
C: -1.691 0.956 1.104
C: -0.410 0.317 0.612
C: 2.527 0.228 -0.305
C: 1.247 0.453 -0.963
C: 0.744 -1.053 -0.993
C: -0.550 -0.994 -0.169
O: 0.224 1.192 -0.307
H: -2.393 1.103 0.277
H: -1.472 1.932 1.548
H: -2.167 0.328 1.865
H: 0.259 0.140 1.472
H: 2.363 0.455 0.773
H: 1.351 0.854 -1.974
H: 1.473 -1.755 -0.571
H: 0.588 -1.356 -2.030
H: -1.424 -0.937 -0.828
H: -0.670 -1.861 0.488

Results
Relative energy (zero: lowest compared OMol25 entry of this formula, charge and spin) in kJ/mol: 347.0
Total charge: 0
LUMO energy in Ha: -0.003

Density functional theory data (the ωB97M-V functional and the def2-TZVPD basis) for a structure of composition C40H31N2NiO6 in a non-equilibrium geometry.

Positions of all 80 atoms, in Å:
Ni: 0.793 1.238 -0.374
O: 1.861 0.673 -1.737
C: 1.772 -0.621 -2.196
C: 0.327 -0.834 -2.711
C: -0.669 -0.871 -1.561
C: -1.817 -1.574 -1.795
C: -3.063 -1.843 -1.060
C: -3.513 0.363 0.356
C: -2.070 0.740 0.725
C: -1.831 1.742 1.857
C: -0.352 1.727 2.344
O: 0.478 1.924 1.276
C: -0.191 2.929 3.304
C: -0.410 2.869 4.676
C: -0.222 3.992 5.468
C: 0.191 5.189 4.908
C: 0.400 5.259 3.541
C: 0.203 4.143 2.748
C: -0.032 0.437 3.105
C: 1.229 -0.131 2.981
C: 1.578 -1.254 3.709
C: 0.682 -1.811 4.603
C: -0.583 -1.265 4.727
C: -0.941 -0.164 3.969
N: -0.248 -0.303 -0.409
C: 2.831 -0.870 -3.276
C: 3.782 0.109 -3.535
C: 4.824 -0.129 -4.414
C: 4.935 -1.354 -5.047
C: 3.980 -2.329 -4.808
C: 2.943 -2.095 -3.924
C: 2.106 -1.643 -1.096
C: 1.541 -2.912 -1.044
C: 1.879 -3.786 -0.026
C: 2.797 -3.414 0.941
C: 3.391 -2.166 0.873
C: 3.048 -1.288 -0.138
H: 0.093 0.025 -3.349
H: 0.236 -1.730 -3.324
H: -1.841 -2.091 -2.749
H: -3.193 -2.912 -0.893
H: -4.303 0.823 0.949
H: -2.022 2.744 1.469
H: -2.512 1.563 2.690
H: -0.715 1.941 5.138
H: -0.387 3.929 6.537
H: 0.346 6.061 5.531
H: 0.729 6.190 3.094
H: 0.368 4.188 1.681
H: 1.938 0.312 2.296
H: 2.553 -1.702 3.580
H: 0.958 -2.675 5.192
H: -1.297 -1.699 5.415
H: -1.945 0.221 4.059
H: 3.690 1.061 -3.034
H: 5.563 0.639 -4.595
H: 5.755 -1.555 -5.723
H: 4.048 -3.290 -5.297
H: 2.223 -2.877 -3.731
H: 0.817 -3.231 -1.779
H: 1.422 -4.766 0.008
H: 3.038 -4.093 1.746
H: 4.131 -1.879 1.609
H: 3.511 -0.312 -0.193
O: -0.436 2.527 -1.614
C: -1.425 2.225 -2.298
C: -2.540 1.433 -1.858
C: -3.476 0.930 -2.804
C: -4.296 -0.166 -2.656
C: -4.355 -1.166 -1.568
C: -3.881 -0.991 -0.141
C: -2.691 1.197 -0.515
O: -1.149 -0.334 0.667
N: -5.088 -0.504 -3.765
O: -5.046 0.211 -4.777
O: -5.812 -1.513 -3.718
H: -1.470 2.573 -3.345
H: -3.508 1.404 -3.777
H: -5.204 -1.825 -1.706
H: -4.455 -1.558 0.586

Results
⟨S²⟩: 2.0093
Total charge: -1
LUMO energy (spin up / spin down) in Ha: 0.030 / 0.031
Spin multiplicity: 3

Density functional theory data (the ωB97M-V functional and the def2-TZVPD basis) for a structure of composition C34H37BrIN2NaO2PSb in a non-equilibrium geometry.

Positions of all 80 atoms, in Å:
Na: -1.722 1.692 -0.047
Br: -1.165 -0.360 3.061
C: -1.700 1.368 3.591
C: -1.780 1.826 4.899
C: -2.151 3.157 5.058
C: -2.468 3.927 3.948
C: -2.307 3.386 2.694
N: -2.002 2.089 2.522
C: -2.551 4.245 1.386
O: -2.729 5.444 1.602
O: -2.437 3.643 0.298
H: -1.558 1.168 5.732
H: -2.272 3.554 6.074
H: -2.783 4.990 4.022
I: -1.554 0.173 -3.382
C: 0.187 -0.869 -3.946
C: 0.723 -0.307 -5.051
C: 1.622 -1.013 -5.847
C: 1.953 -2.307 -5.481
C: 1.454 -2.872 -4.318
C: 1.740 -4.241 -4.011
C: 1.252 -4.865 -2.927
C: 0.531 -4.094 -1.993
C: 0.172 -2.811 -2.191
P: -0.650 -1.946 -0.782
C: -2.311 -2.665 -0.875
C: -2.828 -3.468 -1.871
C: -4.167 -3.824 -1.872
C: -5.029 -3.319 -0.886
C: -4.515 -2.469 0.084
C: -3.187 -2.166 0.098
C: 0.107 -2.758 0.712
C: -0.553 -3.740 1.460
C: 0.101 -4.358 2.516
C: 1.383 -3.978 2.876
C: 1.988 -2.922 2.166
C: 1.340 -2.318 1.129
C: 0.611 -2.138 -3.429
H: 0.393 0.672 -5.343
H: 1.976 -0.574 -6.776
H: 2.592 -2.948 -6.065
H: 2.309 -4.823 -4.680
H: 1.466 -5.875 -2.752
H: 0.190 -4.521 -1.054
H: -2.157 -3.948 -2.578
H: -4.579 -4.480 -2.614
H: -6.103 -3.502 -0.958
H: -5.173 -2.013 0.817
H: -2.749 -1.577 0.929
H: -1.555 -4.095 1.151
H: -0.313 -5.215 3.014
H: 1.916 -4.428 3.715
H: 2.978 -2.548 2.404
H: 1.808 -1.455 0.648
N: -3.730 1.781 -1.121
H: -4.089 1.653 -0.151
H: -4.419 1.436 -1.789
H: -3.660 2.791 -1.202
C: 4.495 1.911 0.033
C: 3.244 1.117 0.364
Sb: 1.343 2.163 0.643
C: 1.566 3.819 -0.713
C: 2.316 5.076 -0.309
C: 1.830 3.066 2.525
C: 3.234 3.487 2.769
H: 5.387 1.280 0.059
H: 4.699 2.670 0.772
H: 4.444 2.427 -0.923
H: 3.410 0.540 1.260
H: 3.016 0.461 -0.442
H: 0.535 4.086 -1.004
H: 1.963 3.361 -1.628
H: 1.744 5.550 0.526
H: 2.261 5.786 -1.105
H: 3.311 4.919 0.051
H: 1.538 2.323 3.266
H: 1.143 3.911 2.648
H: 3.884 2.664 2.882
H: 3.245 4.062 3.709
H: 3.546 4.137 2.007

Results
Total charge: 0
LUMO energy in Ha: -0.001

Density functional theory data (the ωB97M-V functional and the def2-TZVPD basis) for a structure of composition C6H9NO5V.

Positions of all 22 atoms, in Å:
V: -1.595 -0.672 0.485
O: -0.249 -1.790 1.526
C: 1.056 -1.110 1.488
C: 1.247 -0.549 0.095
N: 0.073 0.298 -0.256
C: -0.133 0.330 -1.732
C: -0.847 -0.950 -2.165
O: -0.701 -1.493 -3.208
O: -1.714 -1.359 -1.203
C: 0.133 1.662 0.337
C: -1.215 2.034 0.962
O: -1.544 3.147 1.199
O: -1.972 0.938 1.240
H: -0.148 -2.733 1.332
H: 0.990 -0.336 2.250
H: 1.835 -1.814 1.768
H: 2.176 0.022 0.029
H: 1.304 -1.365 -0.628
H: -0.797 1.163 -1.973
H: 0.808 0.477 -2.263
H: 0.883 1.697 1.128
H: 0.412 2.403 -0.411

Results
⟨S²⟩: 2.0118
Relative energy (zero: lowest compared OMol25 entry of this formula, charge and spin) in kJ/mol: 0.0
Total charge: +1
LUMO energy (spin up / spin down) in Ha: -0.174 / -0.166
Spin multiplicity: 3